This record from the OMol25 dataset describes a 13-piece molecular cluster, C7H40N10O14 overall. The level of theory is ωB97M-V/def2-TZVPD.

The value obtained for the HOMO energy is -9.30 eV. As for the frontier orbital gap: 8.624 eV.

Last column: Mulliken charge in e.
CARTESIAN COORDINATES (ANGSTROEM)
1 C -0.57 -0.01 -0.98  0.11
2 C -0.29 0.76 0.27  0.02
3 O 0.82 0.14 0.95  -0.06
4 O 0.43 0.23 -2.00  0.19
5 H -1.55 0.27 -1.35  -0.50
6 H -0.43 -1.07 -0.74  0.51
7 H -1.10 0.72 1.01  -0.19
8 H -0.11 1.83 0.13  0.35
9 H 1.32 0.80 1.44  0.00
10 H 0.54 -0.63 -2.44  0.11
11 C -4.54 2.02 3.39  0.47
12 O -4.83 2.97 4.11  -0.70
13 N -3.34 1.86 2.74  -0.13
14 N -5.38 0.96 3.22  -0.28
15 H -2.69 2.62 2.79  0.12
16 H -3.15 1.01 2.24  0.12
17 H -5.03 0.16 2.71  0.18
18 H -6.25 0.86 3.71  0.20
19 C -3.81 1.18 -1.89  0.51
20 O -4.29 0.07 -2.13  -0.67
21 N -3.34 2.00 -2.87  -0.39
22 N -3.71 1.67 -0.62  -0.22
23 H -3.21 1.65 -3.80  0.23
24 H -2.87 2.84 -2.58  0.18
25 H -3.47 2.62 -0.40  0.19
26 H -4.02 0.98 0.05  0.08
27 C 4.13 -2.14 -1.27  0.56
28 O 4.27 -3.18 -0.61  -0.77
29 N 5.19 -1.53 -1.84  -0.32
30 N 2.93 -1.51 -1.41  0.07
31 H 5.06 -0.81 -2.52  0.16
32 H 6.08 -1.95 -1.63  0.23
33 H 2.11 -1.95 -1.03  -0.01
34 H 2.94 -0.68 -1.98  -0.02
35 C 1.47 -3.71 2.20  0.63
36 O 0.50 -3.57 2.95  -0.78
37 N 2.27 -4.82 2.30  -0.47
38 N 1.95 -2.75 1.38  -0.02
39 H 2.76 -5.15 1.48  0.21
40 H 1.92 -5.47 2.99  0.24
41 H 2.80 -2.95 0.88  0.18
42 H 1.60 -1.80 1.41  0.01
43 C -2.31 -1.57 1.51  0.21
44 O -3.13 -0.67 1.29  -0.53
45 N -1.54 -1.65 2.62  -0.08
46 N -2.15 -2.63 0.63  -0.51
47 H -0.83 -2.38 2.62  0.13
48 H -1.55 -0.91 3.29  0.23
49 H -2.69 -2.46 -0.21  0.31
50 H -1.23 -3.04 0.62  0.15
51 O 3.39 0.36 -3.72  -0.51
52 H 4.03 0.84 -4.26  0.28
53 H 2.70 0.11 -4.34  0.19
54 O 0.49 1.91 4.38  -0.60
55 H -0.20 2.46 4.00  0.32
56 H 1.28 2.11 3.87  0.29
57 O 0.59 4.07 -1.13  -0.64
58 H 1.26 3.34 -1.08  0.41
59 H 0.96 4.78 -0.61  0.30
60 O 2.45 2.00 -0.95  -0.69
61 H 1.65 1.44 -0.91  0.21
62 H 2.95 1.64 -1.68  0.28
63 O 2.60 2.51 2.22  -0.56
64 H 3.09 2.81 1.44  0.24
65 H 2.86 3.11 2.93  0.28
66 O 0.62 2.15 -4.35  -0.68
67 H 0.80 1.55 -5.08  0.27
68 H 0.71 1.62 -3.54  0.35
69 O 0.01 -2.34 -3.06  -0.50
70 H -0.32 -2.50 -3.96  0.25
71 H 0.39 -3.18 -2.79  0.25

***

This record from the OMol25 dataset describes C7H4BN7Tb as an isolated structure. The level of theory is ωB97M-V/def2-TZVPD.

The spin multiplicity is 7. The value obtained for the HOMO energy (alpha / beta) is -6.63 / -6.64 eV. As for the total charge: -1. As for the frontier orbital gap (alpha / beta): 7.194 / 8.789 eV.

Last column: Löwdin spin population.
CARTESIAN COORDINATES (ANGSTROEM)
1 Tb 1.16 0.67 -0.39  6.17
2 N 0.07 -1.20 -1.16  0.00
3 C -0.31 -2.28 -1.35  0.00
4 C -0.78 -3.59 -1.59  0.00
5 C -0.14 -4.40 -2.56  0.00
6 N 0.38 -5.06 -3.36  0.00
7 C -1.88 -4.09 -0.86  0.00
8 N -2.78 -4.50 -0.27  0.00
9 B 1.16 0.67 4.60  0.00
10 C 1.16 0.67 3.06  0.00
11 N 1.16 0.67 1.90  -0.01
12 H 1.63 -0.34 5.00  0.00
13 H 1.80 1.60 5.00  0.00
14 H 0.04 0.77 5.00  0.00
15 N 0.07 2.55 -1.16  0.00
16 C -0.46 3.51 -1.52  0.00
17 N -1.11 4.75 -1.93  0.00
18 C -1.84 4.53 -3.17  0.00
19 N -2.43 4.40 -4.16  0.00
20 H 3.11 0.67 -1.08  -0.16

***

This record from the OMol25 dataset describes C7H4Br4O as an isolated structure. The level of theory is ωB97M-V/def2-TZVPD.

The value obtained for the HOMO energy (alpha / beta) is -9.07 / -8.59 eV. As for the frontier orbital gap (alpha / beta): 7.719 / 7.141 eV.

Last column: natural (NBO) charge in e.
CARTESIAN COORDINATES (ANGSTROEM)
1 C 1.39 -0.93 -0.81  -0.16
2 C 1.71 0.33 -0.17  -0.33
3 C 0.20 -1.51 -0.89  -0.26
4 C 0.89 1.08 0.55  0.14
5 C 0.40 2.03 1.47  0.25
6 C -1.06 -1.15 -0.16  -0.25
7 C -1.44 0.35 -0.39  -0.27
8 O -0.45 2.84 1.19  -0.50
9 Br -0.92 -1.66 1.74  0.10
10 Br -2.60 -2.16 -0.97  0.04
11 Br -2.67 1.19 0.79  0.23
12 Br -1.35 0.95 -2.20  0.17
13 H 2.07 -1.39 -1.46  0.23
14 H 2.69 0.71 -0.17  0.24
15 H 0.18 -2.58 -1.04  0.23
16 H 0.98 1.89 2.50  0.14

***

This record from the OMol25 dataset describes a 2-piece molecular cluster, C7H4F3N3 overall. The level of theory is ωB97M-V/def2-TZVPD.

The value obtained for the HOMO energy (alpha / beta) is -9.55 / -10.18 eV. For the energy above the lowest of the compared OMol25 structures with the same formula, charge and spin, the calculation gives 360.5 kJ/mol. As for the frontier orbital gap (alpha / beta): 8.205 / 9.235 eV.

Last column: natural (NBO) charge in e.
CARTESIAN COORDINATES (ANGSTROEM)
1 C -1.61 1.65 -0.11  0.26
2 C -1.74 -1.94 0.00  -0.16
3 C -1.88 0.28 -0.11  -0.14
4 C -1.01 -0.77 0.09  0.11
5 C 2.21 1.15 0.36  -0.55
6 C 1.81 -0.22 0.78  0.41
7 C 2.56 -0.08 -0.46  0.61
8 N -1.32 2.77 -0.09  -0.28
9 N -3.00 -1.63 -0.24  -0.21
10 N -3.09 -0.30 -0.31  -0.29
11 F 2.20 -0.83 1.89  -0.30
12 F 3.85 -0.46 -0.59  -0.31
13 F 1.95 -0.25 -1.65  -0.31
14 H -1.43 -2.96 0.09  0.23
15 H 1.47 1.81 -0.06  0.27
16 H 2.99 1.65 0.91  0.25
17 H -3.97 0.13 -0.50  0.42

***

This record from the OMol25 dataset describes C7H4N2O3 in the gas phase. The level of theory is ωB97M-V/def2-TZVPD.

Its structure (SMILES) is O=[N+]([O-])c1ccc2oncc2c1. The value obtained for the HOMO energy is -9.81 eV. For the energy above the lowest of the compared OMol25 structures with the same formula, charge and spin, the calculation gives 439.6 kJ/mol. As for the frontier orbital gap: 8.262 eV.

Last column: natural (NBO) charge in e.
CARTESIAN COORDINATES (ANGSTROEM)
1 O -3.55 0.52 1.00  -0.40
2 N -2.69 -0.23 0.12  0.45
3 O -2.81 -1.43 -0.28  -0.34
4 C -1.24 0.11 -0.26  0.08
5 C -0.91 1.43 -0.32  -0.18
6 C 0.44 1.76 -0.17  -0.25
7 C 1.29 0.70 -0.12  0.31
8 O 2.65 0.71 0.28  -0.34
9 N 3.20 -0.64 0.42  -0.06
10 C 2.12 -1.38 0.32  0.01
11 C 0.87 -0.69 -0.18  -0.14
12 C -0.38 -1.12 -0.35  -0.14
13 H -1.47 2.25 -0.33  0.24
14 H 0.99 2.64 -0.30  0.24
15 H 2.30 -2.54 0.62  0.24
16 H -0.83 -2.07 -0.44  0.27

***

This record from the OMol25 dataset describes C7H4NNaO4S3Sb as an isolated structure. The level of theory is ωB97M-V/def2-TZVPD.

The spin multiplicity is 2. The value obtained for the HOMO energy (alpha / beta) is -0.22 / -1.28 eV. As for the total charge: -2. As for the frontier orbital gap (alpha / beta): 4.202 / 5.263 eV.

Last column: natural (NBO) charge in e.
CARTESIAN COORDINATES (ANGSTROEM)
1 Na -1.93 0.00 -1.10  0.89
2 O 0.37 0.00 3.21  -0.71
3 C -0.12 0.00 1.94  0.75
4 O -1.29 0.00 1.71  -0.52
5 C 0.96 0.00 0.90  0.06
6 C 2.31 0.00 1.23  -0.23
7 C 3.23 0.00 0.19  -0.20
8 C 2.76 0.00 -1.11  -0.21
9 C 1.39 0.00 -1.35  0.12
10 N 0.51 0.00 -0.35  -0.40
11 C 0.84 0.00 -2.80  0.73
12 O 1.73 0.00 -3.68  -0.75
13 O -0.39 0.00 -2.91  -0.75
14 H -0.42 0.01 3.77  0.50
15 H 2.61 0.00 2.27  0.22
16 H 4.29 0.00 0.40  0.20
17 H 3.42 0.00 -1.98  0.24
18 S -7.35 0.00 0.17  -0.94
19 Sb -5.04 0.00 0.41  1.05
20 S -3.94 -1.89 -0.45  -1.01
21 S -3.94 1.88 -0.45  -1.01

***

This record from the OMol25 dataset describes C7H4O in the gas phase. The level of theory is ωB97M-V/def2-TZVPD.

Its structure (SMILES) is C#C/C=C(/C#C)C=O. The value obtained for the HOMO energy is -9.12 eV. For the energy above the lowest of the compared OMol25 structures with the same formula, charge and spin, the calculation gives 257.3 kJ/mol. As for the frontier orbital gap: 8.067 eV.

Last column: natural (NBO) charge in e.
CARTESIAN COORDINATES (ANGSTROEM)
1 C -0.47 -3.15 0.20  -0.16
2 C -0.29 -1.85 0.05  -0.10
3 C -0.51 -0.52 0.46  -0.20
4 C 0.05 0.56 -0.12  -0.16
5 C -0.38 1.91 -0.23  -0.02
6 C -0.83 3.01 0.22  -0.11
7 C 1.45 0.29 -0.62  0.39
8 O 2.38 1.15 -0.69  -0.50
9 H -0.60 -4.27 -0.06  0.27
10 H -1.49 -0.32 1.07  0.25
11 H -0.94 3.97 0.35  0.21
12 H 1.63 -0.77 -0.63  0.14

***

This record from the OMol25 dataset describes C7H4O in the gas phase. The level of theory is ωB97M-V/def2-TZVPD.

Its structure (SMILES) is C#CC(O)(C#C)C#C. The value obtained for the HOMO energy is -10.16 eV. For the energy above the lowest of the compared OMol25 structures with the same formula, charge and spin, the calculation gives 329.9 kJ/mol. As for the frontier orbital gap: 10.910 eV.

Last column: natural (NBO) charge in e.
CARTESIAN COORDINATES (ANGSTROEM)
1 C 0.35 -2.68 -0.09  -0.17
2 C -0.04 -1.54 0.14  -0.02
3 C -0.04 -0.10 0.36  0.00
4 O 0.52 0.38 1.63  -0.64
5 C 0.78 0.65 -0.64  -0.02
6 C 1.42 1.51 -1.25  -0.22
7 C -1.29 0.47 0.38  -0.03
8 C -2.33 0.94 0.05  -0.15
9 H 0.73 -3.69 -0.18  0.25
10 H 1.41 0.17 1.50  0.47
11 H 1.85 2.48 -1.78  0.28
12 H -3.36 1.41 -0.11  0.26

***

This record from the OMol25 dataset describes C7H4O2PS as an isolated structure. The level of theory is ωB97M-V/def2-TZVPD.

The value obtained for the HOMO energy is -3.00 eV. For the energy above the lowest of the compared OMol25 structures with the same formula, charge and spin, the calculation gives 0.0 kJ/mol. As for the total charge: -1. As for the frontier orbital gap: 6.239 eV.

Last column: natural (NBO) charge in e.
CARTESIAN COORDINATES (ANGSTROEM)
1 C 0.98 1.47 -0.98  -0.32
2 C -1.47 -1.24 -0.30  -0.23
3 C 0.91 1.83 0.37  -0.61
4 C -0.68 0.04 -0.01  -0.47
5 C -0.02 0.49 -1.17  -0.26
6 C 0.85 -0.60 2.49  0.95
7 C -1.40 -1.42 -1.61  -0.41
8 O 1.72 0.07 2.90  -0.60
9 O 0.27 -1.57 2.21  -0.60
10 P -0.30 1.04 1.29  0.42
11 S -0.44 -0.34 -2.62  0.29
12 H 1.58 1.80 -1.83  0.20
13 H -1.84 -1.82 0.52  0.23
14 H 1.48 2.64 0.86  0.21
15 H -1.64 -2.39 -2.13  0.20

***

This record from the OMol25 dataset describes C7H5Br3F3P in the gas phase. The level of theory is ωB97M-V/def2-TZVPD.

Its structure (SMILES) is FC(F)(F)\C=C/C=C\C=C(\Br)P(Br)Br. The value obtained for the HOMO energy is -8.94 eV. For the energy above the lowest of the compared OMol25 structures with the same formula, charge and spin, the calculation gives 147.8 kJ/mol. As for the frontier orbital gap: 8.305 eV.

Last column: natural (NBO) charge in e.
CARTESIAN COORDINATES (ANGSTROEM)
1 F 1.05 -1.44 -2.01  -0.31
2 C -0.09 -0.87 -2.30  0.94
3 F -0.47 -1.34 -3.51  -0.32
4 F 0.21 0.44 -2.51  -0.33
5 C -0.98 -1.15 -1.18  -0.29
6 C -1.45 -0.21 -0.35  -0.17
7 C -1.08 1.19 -0.17  -0.21
8 C -0.49 1.68 0.93  -0.18
9 C 0.00 0.90 2.09  -0.22
10 C 0.74 -0.17 1.94  -0.51
11 Br 1.13 -1.36 3.42  0.09
12 P 1.44 -0.40 0.35  0.76
13 Br 2.73 1.48 0.30  -0.23
14 Br 3.12 -1.78 0.76  -0.18
15 H -1.20 -2.20 -1.34  0.25
16 H -2.09 -0.56 0.48  0.23
17 H -1.52 1.86 -0.83  0.23
18 H -0.47 2.69 1.05  0.22
19 H -0.56 1.23 2.86  0.23

***

This record from the OMol25 dataset describes an isolated ion of composition C7H5Br3NOS and charge +1. The level of theory is ωB97M-V/def2-TZVPD.

Its structure (SMILES) is [NH3+][C@H]1c2c(Br)sc(Br)c2C(=O)[C@@H]1Br. The value obtained for the HOMO energy is -12.44 eV. For the energy above the lowest of the compared OMol25 structures with the same formula, charge and spin, the calculation gives 28.0 kJ/mol. As for the total charge: +1. As for the frontier orbital gap: 8.369 eV.

Last column: natural (NBO) charge in e.
CARTESIAN COORDINATES (ANGSTROEM)
1 N 2.06 0.74 -0.27  -0.67
2 C 0.96 0.04 0.48  -0.06
3 C -0.41 0.62 0.33  -0.14
4 C -0.85 1.92 0.36  -0.33
5 Br 0.20 3.41 0.71  0.16
6 S -2.57 1.98 0.08  0.58
7 C -2.59 0.27 -0.24  -0.24
8 Br -4.15 -0.62 -0.61  0.25
9 C -1.35 -0.31 -0.13  -0.26
10 C -0.94 -1.72 -0.28  0.53
11 O -1.58 -2.71 -0.48  -0.43
12 C 0.58 -1.64 -0.18  -0.28
13 Br 1.47 -2.94 1.02  0.09
14 H 2.75 0.01 -0.58  0.46
15 H 2.52 1.33 0.33  0.44
16 H 1.54 1.22 -0.96  0.45
17 H 1.19 -0.02 1.47  0.23
18 H 1.16 -1.58 -1.05  0.22

***

This record from the OMol25 dataset describes a 2-piece molecular cluster, C7H5Cl2IO3 overall. The level of theory is ωB97M-V/def2-TZVPD.

Its structure (SMILES) is C=CC1=C(I)C(=O)OC1=O.ClCCl. The value obtained for the HOMO energy is -9.70 eV. As for the frontier orbital gap: 8.262 eV.

Last column: natural (NBO) charge in e.
CARTESIAN COORDINATES (ANGSTROEM)
1 C -1.35 -1.07 -3.54  -0.32
2 C -1.73 -1.48 -2.30  -0.25
3 C -1.00 -0.96 -1.14  -0.16
4 C -0.21 -1.55 -0.24  -0.23
5 I 0.32 -3.52 -0.13  0.28
6 C 0.27 -0.47 0.69  0.74
7 O 1.14 -0.56 1.50  -0.51
8 O -0.44 0.66 0.42  -0.50
9 C -1.07 0.50 -0.82  0.76
10 O -1.51 1.40 -1.44  -0.47
11 H -0.29 -1.05 -3.74  0.20
12 H -2.05 -0.70 -4.28  0.22
13 H -2.52 -2.21 -2.14  0.24
14 Cl 2.81 1.29 4.66  -0.03
15 C 1.96 2.15 3.37  -0.39
16 Cl 2.81 3.63 2.90  -0.03
17 H 1.89 1.50 2.50  0.24
18 H 0.97 2.42 3.72  0.22